No. 1
The following is a DFT calculation (wB97M-V/def2-TZVPD) of a molecular structure, C17H35BMnNO4P2.

As for the total charge: +2. The energy comes out at -78436.5672 eV. The calculation puts the HOMO-LUMO gap (spin up / spin down) at 7.2 / 6.9 eV. The expectation value of S² is 6.15. Its HOMO energy (spin up / spin down) is -15.117 / -15.585 eV. The LUMO energy (spin up / spin down) is -7.950 / -8.683 eV. Its spin multiplicity is 5.

Last column: Mulliken spin population.
Cartesian coordinates (Å):
Mn 0.2123 -0.7141 -0.3217  3.385
P -0.8987 0.2960 -1.8879  -0.003
C -0.7401 -0.9748 -3.1570  0.555
C 0.3970 -1.7944 -3.0760  -0.065
N 1.0334 -1.8416 -1.8404  0.123
C 2.2056 -2.4715 -1.6493  0.021
C 2.8693 -3.0129 -2.7461  0.144
C 2.2452 -3.0561 -3.9957  -0.033
C 0.9895 -2.4919 -4.1437  0.175
C 2.8023 -2.4024 -0.2584  0.010
P 1.5137 -1.8547 0.9746  -0.036
H 0.4199 -2.5002 -5.0710  0.000
H 3.8971 -3.3492 -2.5997  0.004
H 2.7175 -3.5666 -4.8400  0.002
H 3.1912 -3.3750 0.0656  -0.002
H 3.6276 -1.6785 -0.2690  0.004
H -2.3916 -2.4869 -2.2063  0.004
H -1.4347 -1.1418 -3.9835  -0.019
H -2.7563 -2.5810 0.2914  0.003
O -3.0021 -3.1054 -1.7917  0.011
H -2.5832 -3.9838 -1.8618  -0.002
H -0.9522 -1.3701 0.2853  -0.216
O -2.5870 -2.5262 1.2395  -0.026
H -2.8453 -1.6141 1.4430  0.004
C 0.9741 -3.5030 1.5253  0.023
H 1.8414 -3.9698 2.0161  0.002
H 0.0946 -3.4745 2.1788  0.000
H 0.6942 -4.0575 0.6231  -0.005
C 2.4600 -1.2591 2.3947  0.011
H 1.7625 -0.9608 3.1882  -0.001
H 3.1042 -2.0638 2.7714  0.000
H 3.0556 -0.3801 2.1210  -0.001
C -0.0562 1.7066 -2.6649  0.045
H -0.7713 2.2276 -3.3161  0.000
H 0.3766 2.4016 -1.9314  0.007
H 0.7696 1.2758 -3.2513  0.001
C -2.6364 0.7627 -1.7450  0.022
H -2.8404 1.3305 -0.8253  0.001
H -2.8788 1.3751 -2.6270  -0.002
H -3.2112 -0.1749 -1.7257  0.002
C 0.6498 4.3069 1.3718  0.001
C 0.2998 2.8985 1.7720  0.004
C 1.1184 2.5266 3.0106  -0.003
O 0.6817 2.0626 0.6765  0.010
B -0.1958 0.9523 0.6717  -0.192
O -1.2955 1.1681 1.5587  0.033
C -1.2337 2.5514 1.9507  -0.004
C -1.7704 2.6589 3.3624  0.001
C -2.1564 3.3126 1.0082  -0.002
H 0.4137 4.9672 2.2065  0.000
H 0.0974 4.6321 0.4887  -0.001
H 1.7217 4.4029 1.1697  0.000
H 2.1921 2.5889 2.7736  0.000
H 0.9173 3.2463 3.8197  -0.001
H 0.8717 1.5109 3.3679  0.001
H -1.7554 3.7074 3.6949  0.000
H -2.8116 2.3119 3.3945  0.000
H -1.1797 2.0504 4.0588  0.000
H -1.8312 3.2364 -0.0368  0.002
H -3.1667 2.8951 1.0889  -0.001
H -2.2360 4.3736 1.2587  0.000

No. 2
The following is a DFT calculation (wB97M-V/def2-TZVPD) of 2 unconnected molecules or ions with the total composition C17H35BN3O3.

The energy comes out at -29479.0145 eV. The calculation puts the HOMO-LUMO gap (spin up / spin down) at 9.2 / 9.0 eV. The expectation value of S² is 0.75. Its HOMO energy (spin up / spin down) is -8.909 / -9.233 eV. The LUMO energy (spin up / spin down) is 0.274 / -0.242 eV. Its spin multiplicity is 2.

Last column: Mulliken spin population.
Cartesian coordinates (Å):
C -1.8520 5.9895 -0.0229  0.000
C -0.4522 5.1004 0.1970  0.000
C -0.2124 4.2932 -1.2086  0.000
C 0.7639 2.9452 -1.0440  0.000
O 0.7521 2.3827 0.3115  0.001
C 0.8971 0.9196 0.3250  -0.020
B 2.3383 0.4554 -0.3897  0.001
N 3.6657 0.3414 0.3348  0.000
O 2.2703 0.1360 -1.8310  0.000
C -0.4107 0.1099 -0.2729  0.033
C -1.6177 -0.1156 0.8280  0.033
C -2.8349 -0.8999 -0.0098  0.000
C -2.2932 1.2636 1.3987  0.005
N -1.1908 -1.0628 1.9256  0.303
O -1.3733 -2.3354 1.4925  0.619
C 0.2777 -0.9548 2.2681  -0.001
C 0.3627 -1.1305 3.9295  0.012
C 1.1421 -2.2575 1.6757  0.000
C 0.9702 0.4930 1.9412  0.010
H -1.7741 6.5022 -1.0813  0.000
H -2.0542 6.7394 0.8556  0.000
H -2.7174 5.1751 -0.1277  0.000
H 0.3848 5.8820 0.4382  0.000
H -0.6640 4.4178 1.1260  0.000
H -1.2702 3.8548 -1.5447  0.000
H 0.1900 5.0386 -2.0190  0.000
H 0.4274 2.2184 -1.8962  0.000
H 1.8586 3.3379 -1.2815  0.000
H 3.9896 1.2484 0.7418  0.000
H 3.6472 -0.4170 1.0808  0.000
H 3.1285 0.3814 -2.3030  0.000
H -0.9222 0.6582 -1.1981  0.001
H -0.0142 -0.9218 -0.7228  -0.001
H -3.3994 -0.0478 -0.6271  0.000
H -3.6584 -1.3452 0.7148  -0.001
H -2.4286 -1.6629 -0.7982  0.001
H -1.5730 2.1818 1.4751  -0.002
H -3.2375 1.6139 0.7824  0.001
H -2.6860 1.0636 2.5084  -0.009
H -0.3288 -1.9957 4.3268  -0.004
H 0.0875 -0.0837 4.3915  0.000
H 1.4996 -1.3220 4.2369  0.000
H 2.2828 -1.9812 1.8923  -0.001
H 1.0456 -2.3731 0.5106  0.004
H 0.9415 -3.2475 2.2785  -0.001
H 2.0443 0.6194 2.3971  0.000
H 0.2954 1.3131 2.4874  0.000
C 0.0573 -5.7515 -2.2810  0.000
C 0.8995 -4.6858 -2.9699  -0.001
C 0.6872 -3.2863 -2.3935  0.007
C -0.6733 -2.7855 -2.6291  -0.002
N -1.7500 -2.3919 -2.8111  -0.001
H -1.0127 -5.5720 -2.4241  0.000
H 0.2875 -6.7384 -2.6950  0.000
H 0.2620 -5.7787 -1.2059  0.000
H 0.6798 -4.6910 -4.0444  0.000
H 1.9570 -4.9533 -2.8585  0.000
H 1.4037 -2.6005 -2.8615  0.000
H 0.9046 -3.2867 -1.3193  0.007

No. 3
The following is a DFT calculation (wB97M-V/def2-TZVPD) of a molecular structure, C17H35BrCl2FNO7P.

As for the total charge: +1. The energy comes out at -141102.3305 eV. The calculation puts the HOMO-LUMO gap at 5.8 eV. Its HOMO energy is -11.362 eV. The LUMO energy is -5.512 eV. Its spin multiplicity is 1.

Last column: Löwdin charge in e.
Cartesian coordinates (Å):
C 1.8009 -0.3831 -0.2131  -0.203
C 0.3706 0.2924 -0.7610  -0.632
Cl 0.8041 0.9368 -2.4845  0.533
C -0.7155 -0.9282 -0.7724  -0.624
Cl -0.4230 -1.8829 0.8337  0.700
N -2.1600 -0.5352 -0.9375  -0.676
Br -2.6283 -0.0842 -2.7345  1.019
C -3.1048 -1.7068 -0.5924  -0.248
C -2.7564 -3.0887 -1.4012  -0.120
F -2.2324 -4.1781 -0.5352  -0.121
P -2.7113 0.8326 0.0628  0.734
O -4.3010 1.0114 0.1105  -0.323
O -2.0991 2.3835 -0.5499  -0.190
O -2.2193 0.6929 1.7629  -0.184
H 1.9786 -1.4651 -0.6237  0.086
H 2.6556 0.2921 -0.7015  0.087
H 1.9371 -0.2714 0.9480  0.096
H 0.1477 1.1672 -0.0175  0.119
H -0.3613 -1.6811 -1.6286  0.151
H -3.2490 -1.8401 0.5724  0.157
H -4.1701 -1.3488 -0.9957  0.131
H -2.0088 -2.9414 -2.3007  0.121
H -3.7669 -3.4907 -1.8688  0.155
H -2.5556 2.5691 -1.4224  0.070
H -3.0646 0.5835 2.3232  0.112
C -5.7442 3.6949 1.3798  -0.019
C -5.7662 2.9261 2.6738  -0.477
O -5.2942 1.7930 2.7514  0.029
C -6.3882 3.5973 3.8691  -0.021
H -5.2658 3.0870 0.6047  0.053
H -6.7659 3.9221 1.0652  0.093
H -5.1707 4.6168 1.5051  0.091
H -7.4386 3.8200 3.6654  0.091
H -5.8433 4.5147 4.1054  0.090
H -6.3334 2.9251 4.7320  0.087
C -0.7184 4.6118 -3.6164  -0.022
C -1.5190 4.2605 -4.8419  -0.489
O -2.4849 3.5017 -4.7777  0.030
C -1.0921 4.8735 -6.1488  -0.020
H -1.1411 4.0971 -2.7471  0.059
H 0.3178 4.2888 -3.7445  0.086
H -0.7622 5.6895 -3.4403  0.094
H -0.0725 4.5622 -6.3896  0.090
H -1.1526 5.9629 -6.0855  0.092
H -1.7606 4.5310 -6.9458  0.089
C 6.4819 -0.6533 -0.5430  -0.023
C 5.3778 -1.3594 0.1976  -0.477
O 4.4054 -1.8229 -0.3961  0.016
C 5.5094 -1.4763 1.6926  -0.035
H 6.2526 -0.6443 -1.6138  0.084
H 6.5623 0.3792 -0.1938  0.087
H 7.4271 -1.1808 -0.3920  0.090
H 5.5464 -0.4804 2.1413  0.092
H 6.4112 -2.0406 1.9432  0.086
H 4.6402 -2.0089 2.0928  0.066
C 5.5345 -6.0199 2.3361  -0.018
C 4.8665 -4.9166 3.1124  -0.463
O 5.2789 -3.7590 3.0601  0.017
C 3.6745 -5.2844 3.9550  -0.021
H 6.3794 -5.6081 1.7741  0.087
H 5.9099 -6.7827 3.0230  0.090
H 4.8254 -6.4593 1.6300  0.088
H 3.9671 -6.0145 4.7139  0.090
H 2.8826 -5.6910 3.3209  0.086
H 3.2955 -4.3885 4.4581  0.085